Below is C42H55As3F3N5S2Sc as an isolated structure, with properties calculated with wB97M-V/def2-TZVPD.

Results
Relative energy (zero: lowest compared OMol25 entry of this formula, charge and spin): 0.00 kcal/mol
E_HOMO: -10.32 eV
Molar mass: 1020.787 u
Kohn-Sham gap: 0.2926 hartree
Charge: +1

Last column: Mulliken charge in e.
CARTESIAN COORDINATES (ANGSTROEM)
Sc: 0.9776 -0.4574 0.1431  -1.240
C: 2.0277 -3.4318 2.5930  -1.163
As: 0.7196 -3.0692 1.2016  1.497
C: -0.9433 -3.3151 2.1786  -1.253
C: 0.8282 -4.7674 0.2148  -2.228
C: 0.4509 -4.7712 -1.2821  3.142
C: -0.9014 -4.0865 -1.4769  -1.542
C: 1.5612 -4.0980 -2.1108  -1.650
As: 1.6290 -2.1357 -2.1766  1.596
C: 3.3806 -1.9519 -2.9981  -1.348
C: 0.5155 -1.7473 -3.7295  -1.334
C: 0.3911 -6.2591 -1.6896  -2.055
As: -0.3156 -6.9983 -3.3999  0.311
C: -2.2426 -6.7239 -3.1328  -1.096
C: -0.0608 -5.5938 -4.7548  -1.035
H: 1.7289 -4.3007 3.1784  0.445
H: 2.1145 -2.5598 3.2377  0.102
H: 2.9931 -3.6117 2.1235  0.389
H: -0.9024 -4.2312 2.7672  0.442
H: -1.7686 -3.3738 1.4702  0.367
H: -1.1002 -2.4583 2.8335  0.276
H: 0.1750 -5.4551 0.7575  0.598
H: 1.8490 -5.1386 0.3350  0.508
H: -0.8874 -3.0527 -1.1120  0.007
H: -1.6875 -4.6189 -0.9369  0.479
H: -1.1835 -4.0542 -2.5277  0.016
H: 1.5104 -4.4265 -3.1484  0.327
H: 2.5383 -4.4138 -1.7331  0.465
H: 3.4682 -2.6389 -3.8398  0.465
H: 4.1544 -2.1693 -2.2638  0.384
H: 3.5044 -0.9252 -3.3374  0.383
H: 0.7483 -2.4294 -4.5467  0.482
H: 0.7314 -0.7250 -4.0425  0.372
H: -0.5393 -1.8219 -3.4701  0.297
H: -0.2093 -6.8060 -0.9543  0.577
H: 1.4001 -6.6737 -1.6074  0.453
H: -2.5415 -7.1744 -2.1864  0.320
H: -2.7675 -7.2455 -3.9323  0.395
H: -2.5388 -5.6772 -3.1425  0.286
H: 0.9895 -5.5148 -5.0334  0.326
H: -0.4391 -4.6172 -4.4569  0.157
H: -0.6118 -5.9233 -5.6362  0.467
N: 0.7088 0.3403 1.9143  0.402
C: 0.4468 1.1657 2.8289  -0.539
C: 0.7764 2.6269 2.6981  0.965
C: 0.8494 3.2045 1.4328  0.492
C: 1.1855 4.5410 1.2865  -0.583
C: 1.4528 5.3200 2.4072  -0.989
C: 1.3794 4.7541 3.6725  -0.849
C: 1.0381 3.4154 3.8169  -0.364
C: -0.2499 0.7359 4.0811  0.004
C: 0.0994 -0.4674 4.6859  -0.146
C: -0.5757 -0.9124 5.8113  -0.806
C: -1.6256 -0.1652 6.3292  -0.461
C: -1.9890 1.0298 5.7239  -0.922
C: -1.2966 1.4859 4.6117  -0.114
H: 0.6418 2.5870 0.5660  -0.189
H: 1.2389 4.9804 0.2977  0.494
H: 1.7098 6.3651 2.2947  0.433
H: 1.5852 5.3549 4.5488  0.448
H: 0.9720 2.9813 4.8075  0.538
H: 0.9098 -1.0477 4.2612  0.355
H: -0.2866 -1.8419 6.2849  0.437
H: -2.1588 -0.5133 7.2039  0.422
H: -2.8120 1.6101 6.1200  0.428
H: -1.5815 2.4199 4.1427  0.542
F: -7.4120 4.0328 0.7207  -0.265
C: -6.2185 4.4660 1.1520  0.932
F: -6.0459 5.7117 0.6797  -0.263
F: -6.2939 4.5628 2.4928  -0.248
C: -5.1010 3.5518 0.7311  0.309
C: -5.3491 2.2025 0.5221  -0.850
C: -4.3111 1.3578 0.1691  -0.509
C: -3.0171 1.8588 0.0152  0.294
C: -2.7794 3.2167 0.2450  0.021
C: -3.8162 4.0604 0.5994  -1.012
C: -1.9374 0.9872 -0.3525  0.800
C: -0.9937 0.2590 -0.6242  -1.026
H: -6.3532 1.8155 0.6281  0.453
H: -4.4944 0.3053 0.0023  0.535
H: -1.7710 3.6016 0.1526  0.479
H: -3.6305 5.1118 0.7724  0.455
S: 3.5847 -0.7893 0.5322  -0.294
C: 3.9032 0.5977 1.4785  -0.104
N: 4.2477 0.5744 2.7665  -0.070
C: 4.3514 1.9185 3.3362  -0.433
C: 4.2177 2.8130 2.0840  -0.030
N: 3.8771 1.8461 1.0436  0.234
H: 4.2488 -0.2799 3.2942  0.243
H: 5.3047 2.0570 3.8417  0.372
H: 3.5429 2.0961 4.0469  0.205
H: 5.1557 3.3132 1.8421  0.433
H: 3.4319 3.5574 2.1904  -0.196
H: 3.6069 2.0712 0.0946  0.010
C: -2.3819 2.1799 -3.6664  -1.099
C: -0.9692 2.6525 -3.6104  1.363
C: -0.4495 3.6742 -4.3563  -1.100
C: 0.9065 4.0001 -4.1798  0.810
N: 1.6991 3.3304 -3.3538  -0.577
C: 1.1917 2.3122 -2.6564  0.436
S: 2.1843 1.3473 -1.6601  -0.603
N: -0.1335 2.0133 -2.7643  1.168
C: 1.5273 5.1367 -4.9241  -1.261
H: -2.9392 2.7363 -4.4152  0.419
H: -2.8672 2.3083 -2.6978  0.121
H: -2.4138 1.1179 -3.9140  0.266
H: -1.0701 4.2169 -5.0530  0.399
H: -0.5005 1.2972 -2.1218  -1.206
H: 0.8564 5.5497 -5.6734  0.358
H: 2.4494 4.8014 -5.3968  0.348
H: 1.7971 5.9220 -4.2162  0.297

Below is C42H55BrN4OPPd as an isolated structure in a non-equilibrium geometry, with properties calculated with wB97M-V/def2-TZVPD.

Results
Relative energy (zero: lowest compared OMol25 entry of this formula, charge and spin): 51.96 kcal/mol
E_HOMO (alpha / beta): -16.42 / -16.42 eV
Molar mass: 849.227 u
Kohn-Sham gap (alpha / beta): 0.1744 / 0.1543 hartree
Charge: +3

Last column: Mulliken charge in e.
CARTESIAN COORDINATES (ANGSTROEM)
Pd: 1.5531 -0.2334 0.6498  -0.303
C: 2.2988 -1.5988 3.4735  -1.891
N: 1.3015 -0.7415 2.8406  0.930
C: 0.1494 -1.4959 2.3358  -0.372
C: 0.5852 -2.6766 1.4875  0.147
C: 0.4093 -3.9901 1.9146  -0.739
C: 0.8891 -5.0277 1.1251  -0.884
C: 1.5372 -4.7240 -0.0618  -1.114
C: 1.6496 -3.3930 -0.4307  -0.651
N: 1.1809 -2.4023 0.3214  1.454
C: 0.9249 0.3979 3.6715  -1.909
C: 0.8492 1.7222 2.9447  0.663
C: 0.4752 2.8581 3.6595  -0.950
C: 0.4512 4.0828 3.0163  -0.668
C: 0.7994 4.1312 1.6724  -0.790
C: 1.1732 2.9596 1.0396  -0.469
N: 1.2047 1.7793 1.6620  0.623
C: 3.6079 -1.5498 2.7290  0.988
C: 4.7750 -1.9562 3.3655  -1.143
C: 5.9694 -1.9300 2.6687  -0.508
C: 5.9405 -1.5363 1.3397  -1.150
C: 4.7312 -1.1733 0.7782  -0.166
N: 3.5853 -1.1475 1.4576  0.804
H: 1.9565 -2.6393 3.4816  0.485
H: 2.4709 -1.3159 4.5158  0.699
H: -0.4934 -0.8205 1.7497  -0.227
H: -0.4429 -1.8758 3.1839  0.870
H: -0.0978 -4.2103 2.8431  0.653
H: 0.7534 -6.0538 1.4294  0.553
H: 1.9416 -5.4962 -0.6929  0.540
H: 2.1309 -3.1204 -1.3608  0.536
H: 1.6736 0.5338 4.4582  0.705
H: -0.0334 0.2079 4.1770  0.432
H: 0.2264 2.7734 4.7069  0.597
H: 0.1766 4.9794 3.5517  0.473
H: 0.7890 5.0633 1.1327  0.511
H: 1.4763 2.9602 0.0009  0.369
H: 4.7335 -2.2945 4.3894  0.567
H: 6.8934 -2.2145 3.1451  0.483
H: 6.8328 -1.5059 0.7390  0.564
H: 4.6873 -0.8901 -0.2610  0.595
O: -0.6333 0.1852 -0.2332  1.493
P: -1.9119 0.2770 -1.0244  -1.255
C: -1.5873 0.8069 -2.7852  0.063
C: -0.7923 2.1208 -2.8094  -0.579
C: 0.6982 1.8891 -2.9949  -0.131
C: 1.0022 1.2302 -4.3366  -0.748
C: -0.1247 0.2932 -4.7620  -1.264
C: -0.8353 -0.2889 -3.5385  -0.672
C: -2.6558 -1.4500 -1.1946  -0.097
C: -2.6787 -2.1650 0.1523  0.931
C: -3.5936 -3.3936 0.0752  -0.924
C: -5.0506 -2.9705 -0.0791  -0.994
C: -5.1774 -1.6589 -0.8573  -0.412
C: -4.0379 -1.4832 -1.8545  -1.290
C: -3.2476 1.3457 -0.2469  1.070
C: -3.4019 2.7614 -0.8360  -1.727
C: -2.5437 3.7647 -0.0780  0.325
C: -3.0508 3.9274 1.3558  -0.775
C: -3.7414 2.6568 1.8549  -1.206
C: -3.0641 1.4127 1.2735  -0.174
H: -2.5669 0.9573 -3.2475  1.020
H: -0.9496 2.6899 -1.8935  -0.278
H: -1.1528 2.7327 -3.6405  0.614
H: 1.0462 1.2510 -2.1654  -0.739
H: 1.2393 2.8328 -2.9129  0.882
H: 1.9492 0.6915 -4.2744  0.105
H: 1.1326 2.0020 -5.0981  0.497
H: 0.2615 -0.5096 -5.3888  0.527
H: -0.8634 0.8328 -5.3575  0.341
H: -0.0822 -0.7302 -2.8768  -0.116
H: -1.5200 -1.0727 -3.8598  0.568
H: -1.9260 -1.9548 -1.8402  0.856
H: -3.0570 -1.5051 0.9371  0.120
H: -1.6719 -2.4869 0.4201  -1.128
H: -3.4750 -4.0039 0.9703  0.412
H: -3.2736 -3.9978 -0.7757  0.404
H: -5.5151 -2.8641 0.9021  0.364
H: -5.6031 -3.7582 -0.5960  0.336
H: -5.1962 -0.8370 -0.1349  0.065
H: -6.1306 -1.6216 -1.3861  0.677
H: -4.2018 -0.5953 -2.4688  0.380
H: -4.0747 -2.3418 -2.5328  0.632
H: -4.1731 0.8138 -0.4831  -0.041
H: -4.4471 3.0615 -0.7340  0.516
H: -3.1789 2.7690 -1.9015  0.730
H: -2.5645 4.7304 -0.5868  0.650
H: -1.5013 3.4239 -0.0667  -0.547
H: -3.7692 4.7480 1.3991  0.351
H: -2.2186 4.1943 2.0101  0.104
H: -4.7950 2.6596 1.5704  0.382
H: -3.7107 2.6216 2.9438  0.498
H: -3.4900 0.5252 1.7481  0.385
H: -1.9956 1.4458 1.5118  -0.359
Br: 6.5113 1.0131 -3.8783  -0.047
C: 5.0154 0.8301 -2.7085  -0.468
C: 4.8868 1.6823 -1.6133  -0.792
C: 3.8433 1.4962 -0.7234  0.054
C: 2.8982 0.4832 -0.9204  0.710
C: 3.0401 -0.3547 -2.0343  0.052
C: 4.0830 -0.1835 -2.9293  -0.868
H: 5.6114 2.4610 -1.4419  0.551
H: 3.7913 2.1402 0.1459  0.650
H: 2.3176 -1.1368 -2.2392  0.404
H: 4.1907 -0.8338 -3.7836  0.602

Q: What is the formula in the first record?
A: C42H55As3F3N5S2Sc

Q: Look up the charge of the second one.
A: +3